No. 1
Computed, not measured: 2 unconnected molecules or ions with the total composition H4O2, with the ωB97M-V functional and the def2-TZVPD basis.

Structure (XYZ):
```
6
Properties=species:S:1:pos:R:3:forces:R:3
O 9.44150 -0.10078 19.88248 -2.43 -1.23 -0.10
H 9.13250 -0.81589 19.32627 0.03 -0.34 -0.11
H 8.90427 0.64978 19.62895 -0.24 0.35 -0.04
O 11.41900 1.09327 20.08413 1.99 1.40 0.21
H 10.64793 0.52623 20.09623 0.38 -0.25 0.04
H 12.15145 0.49889 19.92147 0.26 0.06 0.00
```
Positions in Å, forces in eV/Å.

## Properties
* SMILES string: O.O
* 2S+1: 1
* HOMO level: -10.2 eV
* energy above the lowest of the compared OMol25 structures with the same formula, charge and spin: 13.6 kcal per mole

Partial charges, Löwdin, in e: number 1, O, carries 0.012; number 2, H, carries 0.086; number 3, H, carries 0.087; number 4, O, carries -0.085; number 5, H, carries -0.121; number 6, H, carries 0.021

***

No. 2
Computed, not measured: 9 unconnected molecules or ions with the total composition C22H64Br3N6O6, with the ωB97M-V functional and the def2-TZVPD basis.

Structure (XYZ):
```
101
Properties=species:S:1:pos:R:3:forces:R:3
C -3.87044 -20.82814 -14.30730 0.31 -0.23 -0.96
C -2.91170 -21.13998 -15.45175 -1.22 -2.06 -0.53
O -3.14330 -21.91698 -16.35602 0.88 2.01 1.18
N -1.56249 -20.44267 -15.36135 -1.09 0.23 -2.76
H -1.63383 -19.87293 -14.53044 0.51 1.33 1.22
H -0.95166 -21.21371 -15.13224 1.15 -1.01 0.66
C -1.09743 -19.63993 -16.61374 -0.40 -0.33 0.91
H -4.24588 -19.83392 -14.54949 -0.04 0.30 0.42
H -3.42400 -20.87670 -13.31411 0.29 0.25 -0.27
H -4.74792 -21.47229 -14.36376 0.27 -0.15 -0.22
H -1.97455 -19.23776 -17.12071 -0.05 -0.18 0.13
H -0.49107 -20.22224 -17.30753 -0.35 -0.42 0.36
H -0.46814 -18.80289 -16.31131 -0.15 -0.14 0.51
C -5.63034 -19.78522 -22.48415 1.47 0.42 0.60
C -5.82883 -20.64923 -21.27406 -1.81 -1.50 -2.71
O -6.36055 -21.72916 -21.38299 1.51 2.21 1.95
N -5.38829 -20.01443 -19.98947 -0.23 -0.53 0.26
H -4.44505 -19.66080 -20.06260 0.93 -0.68 -0.30
H -5.80931 -19.10536 -19.86121 -1.29 0.35 -0.31
C -5.59738 -20.78181 -18.73971 0.26 0.40 1.14
H -4.84562 -19.03741 -22.36978 0.23 0.12 0.41
H -6.50181 -19.17057 -22.70969 -0.32 -0.70 -0.46
H -5.20666 -20.47272 -23.21622 -0.90 0.23 -0.60
H -5.53235 -19.97424 -18.01053 -0.16 -0.56 0.71
H -4.80130 -21.50717 -18.57170 -0.18 0.02 -0.22
H -6.58688 -21.23600 -18.68779 0.16 0.11 -0.31
C -4.48291 -16.49028 -14.65221 -0.17 0.53 -0.40
C -3.27248 -15.58623 -14.84333 1.53 -0.62 0.65
C -2.60314 -15.74172 -16.20701 1.26 0.64 -0.90
O -1.43825 -14.90016 -16.46814 -1.61 0.81 -0.27
C -0.22710 -15.29015 -15.84333 -0.42 -0.59 0.67
N -3.57204 -14.09801 -14.65349 -1.01 -1.18 0.14
H -3.94277 -13.97500 -13.72208 0.18 0.23 0.63
H -2.79173 -13.47707 -14.81370 0.59 0.10 -0.18
H -4.34356 -13.83321 -15.24907 -0.22 0.30 -0.64
H -5.24734 -16.20753 -15.37596 -0.21 -0.39 -0.15
H -4.95208 -16.49865 -13.66839 0.40 0.54 0.09
H -4.18434 -17.53119 -14.77650 0.07 0.13 -0.33
H -2.54970 -15.83570 -14.06649 0.11 0.08 0.15
H -3.35616 -15.47892 -16.94996 0.14 0.30 -0.32
H -2.27020 -16.74351 -16.47843 -0.42 -0.44 0.76
H 0.61473 -14.60639 -15.95242 -0.66 0.62 -0.33
H 0.13204 -16.21401 -16.29679 -0.12 -0.45 0.37
H -0.47840 -15.35973 -14.78498 0.78 -0.60 0.21
C -5.89162 -19.57609 -11.22681 -0.40 0.66 0.86
C -7.14655 -18.64368 -11.11605 1.12 -1.34 -1.35
C -6.96671 -17.24609 -11.76622 -0.29 -0.42 0.85
O -8.23772 -16.68992 -11.95631 -0.70 -0.42 -0.28
C -8.10742 -15.50178 -12.73855 0.77 -0.64 0.63
N -8.19349 -19.37476 -12.00114 0.33 1.79 0.96
H -8.74272 -18.61342 -12.37374 -0.69 0.54 -0.45
H -7.68605 -19.74507 -12.79201 0.11 -0.72 -0.95
H -8.84740 -20.00706 -11.56220 0.22 -0.52 0.29
H -6.15128 -20.53457 -10.77735 -0.03 -0.10 0.01
H -5.07056 -19.17833 -10.63038 0.07 0.10 -0.07
H -5.53890 -19.76582 -12.24056 -0.23 0.34 -0.15
H -7.47509 -18.63328 -10.07678 -0.30 0.29 -0.26
H -6.42922 -17.29221 -12.71336 -0.08 -0.57 -0.21
H -6.39189 -16.57315 -11.12996 0.29 -0.20 0.44
H -7.45495 -14.88344 -12.12208 -0.26 0.87 -0.22
H -9.07732 -15.05943 -12.96600 0.24 -0.16 0.12
H -7.52634 -15.80251 -13.61033 -0.33 0.36 -0.59
C -2.34533 -23.51687 -10.12326 -1.04 0.80 -0.24
C -2.84094 -22.04885 -10.14185 0.73 0.51 0.33
C -3.48075 -21.60115 -8.79449 1.05 -0.52 0.67
O -3.51036 -20.21279 -8.61598 0.99 0.80 -1.82
C -4.43784 -19.68183 -7.72557 -0.68 0.00 0.62
N -1.62556 -21.18840 -10.45866 -1.31 0.45 0.82
H -0.93808 -21.25874 -9.72211 0.55 0.07 0.00
H -1.25086 -21.35090 -11.38240 0.82 -1.05 -0.82
H -1.95147 -20.23709 -10.55299 0.07 0.93 0.44
H -1.91169 -23.78456 -11.08680 -0.24 -0.07 -0.07
H -3.21863 -24.12110 -9.87758 0.22 -0.35 -0.14
H -1.57413 -23.68918 -9.37250 -0.11 0.26 0.19
H -3.49403 -21.71042 -10.94623 -0.35 -0.88 -0.20
H -2.84130 -21.98674 -8.00043 0.15 -0.40 0.21
H -4.44614 -22.07935 -8.62882 -0.27 0.01 -0.42
H -5.43423 -19.85529 -8.13202 -0.38 -0.33 0.47
H -4.37062 -18.60162 -7.59621 0.63 0.02 -0.54
H -4.27406 -20.07469 -6.72210 -0.43 -0.35 0.07
C 2.71153 -18.50631 -19.31877 0.08 -1.42 -0.24
C 2.88410 -19.99384 -19.61977 -0.49 -0.30 -0.44
C 3.00097 -20.92913 -18.40530 -0.61 1.39 0.51
O 1.81257 -20.75984 -17.58475 1.01 0.81 -2.76
C 1.78903 -21.63096 -16.51537 -0.62 -0.75 1.71
N 1.67776 -20.54194 -20.43905 0.16 -0.11 1.20
H 1.77739 -20.46872 -21.44145 -0.03 0.17 -0.36
H 1.58142 -21.50958 -20.16613 0.13 -0.75 -0.34
H 0.80549 -20.15598 -20.10696 -0.29 0.64 -0.13
H 1.94509 -18.40405 -18.55052 0.17 0.43 -0.01
H 2.46616 -18.00929 -20.25731 0.01 0.37 0.24
H 3.71050 -18.22438 -18.98612 -0.29 0.57 0.20
H 3.69186 -20.09631 -20.34442 0.32 -0.33 0.43
H 3.84445 -20.57592 -17.81210 0.32 -0.31 -0.06
H 3.14185 -21.96431 -18.71620 0.03 -0.18 0.10
H 2.68520 -21.58484 -15.89663 0.20 -0.07 -0.13
H 1.56704 -22.65698 -16.80878 0.17 -0.14 -0.04
H 0.97657 -21.29428 -15.87143 0.12 -0.20 0.09
Br -7.00763 -19.41021 -15.30404 0.23 0.19 0.28
Br -0.20284 -22.86358 -13.37360 -0.49 0.71 -0.22
Br -1.52213 -18.42550 -12.81336 -0.33 0.01 -0.21
```
Positions in Å, forces in eV/Å.

## Properties
* 2S+1: 1
* HOMO level: -13.4 eV
* total charge: +3

Löwdin atomic charge list, values in e, 99 entries: number 1, C, carries -0.054; number 2, C, carries -0.379; number 3, O, carries 0.117; number 4, N, carries 0.053; number 5, H, carries -0.101; number 6, H, carries -0.021; number 7, C, carries 0.022; number 8, H, carries 0.003; number 9, H, carries 0.045; number 10, H, carries 0.078; number 11, H, carries 0.077; number 12, H, carries 0.064; number 13, H, carries 0.080; number 14, C, carries 0.026; number 15, C, carries -0.371; number 16, O, carries 0.205; number 17, N, carries 0.075; number 18, H, carries 0.175; number 19, H, carries 0.183; number 20, C, carries 0.009; number 21, H, carries 0.082; number 22, H, carries 0.118; number 23, H, carries 0.114; number 24, H, carries 0.049; number 25, H, carries 0.105; number 26, H, carries 0.122; number 27, C, carries -0.056; number 28, C, carries -0.318; number 29, C, carries -0.151; number 30, O, carries -0.197; number 31, C, carries -0.074; number 32, N, carries 0.259; number 33, H, carries 0.171; number 34, H, carries 0.170; number 35, H, carries 0.168; number 36, H, carries 0.086; number 37, H, carries 0.062; number 38, H, carries 0.052; number 39, H, carries 0.087; number 40, H, carries 0.133; number 41, H, carries 0.114; number 42, H, carries 0.102; number 43, H, carries 0.077; number 44, H, carries 0.083; number 45, C, carries -0.037; number 46, C, carries -0.208; number 47, C, carries -0.209; number 48, O, carries -0.201; number 49, C, carries -0.046; number 50, N, carries 0.218; number 51, H, carries 0.128; number 52, H, carries 0.004; number 53, H, carries 0.174; number 54, H, carries 0.089; number 55, H, carries 0.078; number 56, H, carries 0.054; number 57, H, carries 0.154; number 58, H, carries 0.076; number 59, H, carries 0.141; number 60, H, carries 0.091; number 61, H, carries 0.112; number 62, H, carries 0.075; number 63, C, carries -0.025; number 64, C, carries -0.276; number 65, C, carries -0.182; number 66, O, carries -0.205; number 67, C, carries -0.098; number 68, N, carries 0.208; number 69, H, carries 0.171; number 70, H, carries 0.005; number 71, H, carries 0.065; number 72, H, carries 0.028; number 73, H, carries 0.094; number 74, H, carries 0.097; number 75, H, carries 0.129; number 76, H, carries 0.136; number 77, H, carries 0.139; number 78, H, carries 0.079; number 79, H, carries 0.098; number 80, H, carries 0.104; number 81, C, carries -0.014; number 82, C, carries -0.268; number 83, C, carries -0.136; number 84, O, carries -0.225; number 85, C, carries -0.116; number 86, N, carries 0.235; number 87, H, carries 0.172; number 88, H, carries 0.153; number 89, H, carries 0.154; number 90, H, carries 0.081; number 91, H, carries 0.095; number 92, H, carries 0.109; number 93, H, carries 0.158; number 94, H, carries 0.148; number 95, H, carries 0.141; number 96, H, carries 0.114; number 97, H, carries 0.109; number 98, H, carries 0.034; number 99, Br, carries -0.346

***

No. 3
Computed, not measured: a single C3H5NO2 molecule, with the ωB97M-V functional and the def2-TZVPD basis.

Structure (XYZ):
```
11
Properties=species:S:1:pos:R:3:forces:R:3
N 0.31895 1.57938 0.08768 -0.20 -0.20 0.14
C 0.27236 0.26855 -0.49676 0.33 0.02 -0.16
C 0.94827 -0.81961 0.07364 0.03 0.14 -0.06
O -0.86174 -1.76089 0.45449 0.13 0.19 -0.10
C -1.21275 -0.64867 -0.00361 -0.24 -0.20 0.12
O -2.21714 -0.02883 -0.14529 0.38 -0.02 -0.02
H 0.47358 1.52438 1.08972 -0.01 0.04 -0.05
H -0.58293 2.03171 -0.04479 0.10 -0.03 -0.01
H 0.25576 0.30244 -1.58785 -0.08 -0.09 0.20
H 1.30406 -1.64876 -0.53116 -0.26 0.14 0.13
H 1.30157 -0.79970 1.10392 -0.18 0.02 -0.19
```
Positions in Å, forces in eV/Å.

## Properties
* 2S+1: 1
* HOMO level: -8.8 eV
* energy above the lowest of the compared OMol25 structures with the same formula, charge and spin: 71.2 kcal per mole

Partial charges, Löwdin, in e: number 1, N, carries 0.045; number 2, C, carries -0.324; number 3, C, carries 0.148; number 4, O, carries 0.023; number 5, C, carries -0.567; number 6, O, carries 0.140; number 7, H, carries 0.084; number 8, H, carries 0.083; number 9, H, carries 0.143; number 10, H, carries 0.110; number 11, H, carries 0.115

***

| no. | maximum force (eV Å⁻¹) |
| --- | --- |
| 1 | 2.72 |
| 2 | 3.58 |
| 3 | 0.38 |